{"formula": "CH3BrClPS", "method": "wB97M-V/def2-TZVPD", "total_energy_ev": -103773.014, "e_lumo_ev": [-2.88, -2.87], "de_lowest_ev": 2.988, "symbols": ["C", "P", "S", "Cl", "Br", "H", "H", "H"], "positions_angstrom": [[0.593575, 0.572143, -0.030418], [-0.904693, -0.499443, 0.055826], [1.342727, -3.025697, -0.783801], [-1.448003, -0.186317, 1.966827], [-2.281070, 0.835101, -1.054596], [0.368133, 1.604781, 0.246436], [1.342522, 0.162339, 0.647268], [0.986807, 0.537091, -1.047540]], "forces_ev_per_a": [[-0.2, 0.0, 0.2], [0.8, -0.1, -0.8], [-0.1, 0.1, 0.0], [-0.2, 0.2, 0.8], [-0.2, 0.1, -0.1], [0.0, -0.1, 0.0], [0.0, -0.1, 0.0], [-0.1, 0.0, 0.0]], "nbo_charge": [-0.973, 0.765, -0.032, -0.273, -0.221, 0.241, 0.248, 0.246]}

***

{"formula": "C2H3N2OP", "method": "wB97M-V/def2-TZVPD", "total_energy_ev": -16435.277, "e_lumo_ev": 0.04, "de_lowest_ev": 3.170, "symbols": ["C", "C", "N", "N", "O", "P", "H", "H", "H"], "positions_angstrom": [[1.757347, -0.357522, -0.147240], [-0.582498, 0.639350, 0.071536], [1.634780, 0.956370, -0.104694], [0.426456, 1.257119, -0.059298], [0.836926, -1.141774, -0.049708], [-2.288871, 0.363408, -0.067984], [2.835472, -0.845860, -0.209763], [-2.493179, 0.028902, 1.208556], [-2.126431, -0.899990, -0.641404]], "forces_ev_per_a": [[3.1, -3.1, 0.4], [0.3, 0.2, -0.1], [4.3, 2.0, -0.6], [-3.2, 0.0, 0.4], [-1.6, -0.5, -0.1], [-0.4, 0.9, -1.8], [-1.9, 1.6, 0.0], [-0.4, -0.8, 1.8], [-0.1, -0.3, 0.1]], "nbo_charge": [0.459, 0.087, -0.425, -0.093, -0.590, 0.383, 0.149, -0.009, 0.038]}

***

{"formula": "C25H31N2O4SeSiY", "method": "wB97M-V/def2-TZVPD", "total_energy_ev": -111866.982, "e_lumo_ev": -0.97, "de_lowest_ev": 0.443, "symbols": ["Y", "N", "C", "C", "C", "C", "C", "C", "C", "C", "C", "C", "C", "C", "H", "H", "H", "H", "H", "H", "H", "H", "H", "H", "O", "N", "O", "O", "C", "C", "C", "C", "C", "C", "C", "O", "C", "C", "C", "H", "H", "H", "H", "H", "H", "H", "H", "H", "H", "H", "H", "C", "Si", "C", "C", "Se", "H", "H", "H", "H", "H", "H", "H", "H", "H"], "positions_angstrom": [[1.543738, -0.247058, 0.819600], [-0.158437, -2.383275, 1.154096], [-1.447149, -1.786970, 1.022380], [-2.281083, -2.162163, -0.023153], [-3.456658, -1.468669, -0.269075], [-3.812572, -0.404641, 0.545109], [-3.009070, -0.073847, 1.627823], [-1.829684, -0.759942, 1.899977], [-1.009910, -0.500043, 3.115815], [-1.643641, -0.567812, 4.357354], [-0.902771, -0.452441, 5.523559], [0.471596, -0.289640, 5.438583], [1.081524, -0.204729, 4.192274], [0.375091, -0.289413, 2.984707], [-0.088307, -3.260993, 0.655139], [0.101471, -2.495999, 2.129967], [-2.000319, -2.998953, -0.655158], [-4.090332, -1.762006, -1.096324], [-4.722690, 0.148756, 0.354954], [-3.300155, 0.729598, 2.293896], [-2.714342, -0.733224, 4.409607], [-1.395085, -0.514075, 6.485952], [1.069393, -0.230378, 6.340769], [2.158514, -0.089706, 4.158354], [2.359308, -1.961257, -0.462063], [2.815646, -1.269938, -1.447091], [3.271021, -1.796570, -2.424553], [2.710529, -0.025679, -1.307724], [-2.935940, 0.429618, -6.821542], [-2.241847, 0.090997, -5.535467], [-2.205040, 1.004812, -4.489413], [-1.586742, 0.717112, -3.282208], [-1.595027, 1.758740, -2.202430], [-0.988367, -0.551975, -3.128233], [-0.306599, -0.925665, -1.909660], [-0.053527, -0.181013, -0.966172], [-1.020199, -1.497796, -4.177529], [-0.372742, -2.854823, -4.066812], [-1.642754, -1.153636, -5.363685], [-3.015046, 1.506809, -6.958794], [-3.948039, 0.018534, -6.823444], [-2.410626, 0.007591, -7.677746], [-2.670860, 1.974416, -4.621398], [-2.199602, 2.608173, -2.515412], [-0.583682, 2.108208, -1.991781], [-1.993593, 1.363188, -1.267151], [0.024900, -1.969054, -1.832104], [-0.782850, -3.439865, -3.241821], [0.705735, -2.778897, -3.917448], [-0.542048, -3.418895, -4.981749], [-1.659720, -1.868755, -6.177650], [2.186157, 2.823739, 2.500179], [3.883223, 2.032808, 2.816876], [5.183298, 3.180353, 2.084250], [4.142256, 1.914618, 4.676109], [4.085128, 0.022479, 1.812415], [2.255840, 3.912283, 2.566215], [1.435634, 2.483713, 3.214627], [1.807432, 2.611127, 1.489746], [5.348157, 4.056714, 2.716235], [4.864327, 3.526354, 1.098775], [6.136223, 2.664970, 1.961927], [4.233554, 2.908604, 5.121441], [5.054761, 1.360010, 4.900509], [3.312595, 1.405470, 5.165572]], "forces_ev_per_a": [[-0.3, -0.6, 0.2], [0.0, 0.2, 0.0], [0.0, 0.1, 0.0], [0.0, 0.0, 0.0], [0.0, 0.0, 0.0], [0.0, 0.0, 0.0], [-0.1, -0.1, 0.1], [0.0, -0.1, -0.1], [-0.1, 0.0, 0.0], [0.0, 0.0, 0.0], [0.0, 0.0, 0.0], [0.0, 0.0, 0.0], [0.0, 0.0, 0.1], [0.1, 0.1, -0.1], [0.1, 0.0, 0.0], [0.0, -0.1, 0.0], [0.0, 0.0, 0.0], [0.0, 0.0, 0.0], [0.0, 0.0, 0.0], [0.0, 0.0, 0.0], [0.0, 0.0, 0.0], [0.0, 0.0, 0.0], [0.0, 0.0, 0.0], [0.0, 0.0, 0.0], [-0.1, -0.4, 0.0], [-0.1, 0.1, 0.1], [0.0, 0.0, 0.0], [0.1, 0.2, -0.3], [0.0, 0.0, 0.0], [0.0, 0.0, 0.0], [0.0, 0.0, 0.0], [0.0, 0.0, -0.1], [0.0, 0.0, 0.0], [0.0, 0.0, 0.0], [0.1, -0.1, 0.0], [0.2, 0.4, 0.1], [0.0, 0.0, 0.0], [0.0, 0.0, 0.0], [0.0, 0.0, 0.0], [0.0, 0.0, 0.0], [0.0, 0.0, 0.0], [0.0, 0.0, 0.0], [0.0, 0.0, 0.0], [0.0, 0.0, 0.0], [0.0, 0.0, 0.0], [0.0, 0.0, 0.0], [0.1, 0.0, 0.0], [0.0, 0.0, 0.0], [0.0, 0.0, 0.0], [0.0, 0.0, 0.0], [0.0, 0.0, 0.0], [0.0, -0.1, 0.0], [0.1, 0.2, 0.0], [-0.1, -0.1, 0.0], [0.0, 0.0, -0.1], [0.0, 0.0, 0.1], [0.0, 0.0, 0.0], [0.0, 0.0, 0.0], [0.0, 0.1, 0.0], [0.0, 0.0, 0.0], [0.0, 0.0, 0.0], [0.0, 0.0, 0.0], [0.0, 0.0, 0.0], [0.0, 0.0, 0.0], [0.0, 0.0, 0.0]], "nbo_charge": [1.984, -0.873, 0.238, -0.286, -0.203, -0.241, -0.175, -0.095, -0.099, -0.214, -0.219, -0.244, -0.163, -0.617, 0.391, 0.419, 0.203, 0.217, 0.217, 0.220, 0.206, 0.209, 0.208, 0.203, -0.611, 0.726, -0.365, -0.530, -0.637, 0.068, -0.240, 0.094, -0.639, -0.175, 0.462, -0.677, 0.072, -0.650, -0.241, 0.223, 0.231, 0.226, 0.212, 0.214, 0.235, 0.242, 0.155, 0.218, 0.242, 0.226, 0.212, -1.110, 1.459, -1.122, -1.125, -0.795, 0.246, 0.254, 0.193, 0.229, 0.235, 0.245, 0.232, 0.244, 0.235]}

***

{"formula": "C21H18F2N6O4S2", "method": "wB97M-V/def2-TZVPD", "total_energy_ev": -66304.615, "e_lumo_ev": -0.70, "symbols": ["O", "C", "N", "C", "C", "C", "C", "C", "C", "H", "F", "F", "H", "H", "H", "C", "H", "H", "S", "C", "N", "N", "C", "C", "C", "C", "C", "C", "C", "N", "C", "N", "H", "H", "H", "S", "O", "O", "N", "C", "H", "C", "H", "O", "C", "C", "H", "H", "H", "H", "H", "H", "H"], "positions_angstrom": [[-4.079817, -1.575924, -2.351452], [-4.319803, -1.869552, -1.204899], [-4.762406, -1.012931, -0.241245], [-4.889279, 0.372023, -0.305381], [-4.693150, 1.094541, -1.480541], [-4.835038, 2.469069, -1.481709], [-5.175169, 3.136687, -0.318717], [-5.373262, 2.419218, 0.854758], [-5.230680, 1.045942, 0.866535], [-5.389116, 0.514448, 1.792470], [-5.705134, 3.051030, 1.991029], [-5.312723, 4.473231, -0.331000], [-4.689023, 3.038732, -2.385339], [-4.436975, 0.572543, -2.386671], [-4.925004, -1.416577, 0.674169], [-4.262498, -3.317140, -0.726751], [-5.267787, -3.740013, -0.704536], [-3.645875, -3.889695, -1.418561], [-3.610351, -3.527955, 0.965405], [-2.151097, -2.590171, 0.807433], [-1.315102, -2.598215, 1.836830], [-0.210626, -1.913649, 1.785088], [0.038461, -1.219958, 0.691391], [1.119586, -0.372878, 0.274600], [2.311054, 0.026947, 0.865464], [3.129296, 0.864225, 0.137220], [2.800617, 1.312939, -1.135724], [1.614918, 0.930652, -1.737465], [0.779980, 0.083277, -1.025244], [-0.441731, -0.446090, -1.398114], [-0.896340, -1.225598, -0.397056], [-2.010402, -1.922284, -0.343005], [-0.924839, -0.285723, -2.267962], [1.348152, 1.278544, -2.722912], [3.491062, 1.976485, -1.629998], [4.703026, 1.390485, 0.810819], [4.776399, 1.018022, 2.193758], [4.932767, 2.756821, 0.450333], [5.740234, 0.447421, -0.128229], [7.084146, 0.987478, -0.241533], [6.995558, 2.024039, -0.564383], [7.851477, 0.144416, -1.259800], [8.890680, 0.468984, -1.324596], [7.885094, -1.209516, -0.870686], [6.587547, -1.732842, -0.732679], [5.768740, -0.939693, 0.289766], [4.742022, -1.307339, 0.325546], [6.217461, -1.033590, 1.288256], [6.707556, -2.767850, -0.409379], [6.068109, -1.706274, -1.703080], [7.371125, 0.238096, -2.245062], [7.599951, 0.951867, 0.728454], [2.592439, -0.288176, 1.856951]], "forces_ev_per_a": [[-0.1, 0.1, -0.3], [-0.5, -0.2, 0.2], [-0.2, -0.2, 0.3], [0.0, 0.5, -0.2], [0.1, -0.2, -0.1], [-0.1, 0.2, 0.4], [0.0, -0.1, -0.1], [0.0, 0.0, -0.1], [0.0, 0.1, -0.1], [0.0, 0.0, 0.1], [0.0, 0.0, -0.2], [0.0, -0.1, 0.1], [0.0, 0.1, -0.1], [0.0, 0.0, 0.0], [0.1, 0.0, -0.2], [0.4, -0.1, 0.3], [0.0, 0.0, 0.0], [-0.1, 0.2, 0.0], [-0.5, -0.4, 0.1], [0.3, 0.6, -0.8], [-0.9, -0.8, 0.5], [1.0, 0.7, -0.1], [-0.9, -0.2, -0.6], [0.3, 0.3, -0.3], [-0.1, 0.0, 0.0], [0.6, 0.1, 0.5], [-0.2, 0.0, -0.2], [0.1, 0.1, 0.0], [0.5, 0.0, 0.5], [-0.1, 0.1, -0.4], [0.0, -0.6, 1.1], [0.7, 0.1, 0.1], [0.0, 0.0, 0.1], [0.0, 0.1, -0.1], [0.0, 0.1, -0.2], [-0.1, -0.3, -0.4], [-0.1, -0.2, 0.0], [0.1, 0.1, -0.3], [-0.7, 0.6, 0.4], [0.5, 0.2, -0.1], [0.2, 0.0, 0.0], [-0.1, 0.3, 0.1], [-0.1, 0.1, 0.0], [0.2, -0.1, 0.1], [-0.4, 0.0, 0.1], [0.1, -0.6, 0.0], [0.1, -0.2, 0.0], [-0.1, -0.1, -0.1], [-0.1, 0.1, 0.0], [0.0, -0.1, 0.1], [0.1, 0.0, 0.0], [0.0, 0.0, -0.1], [0.0, -0.1, 0.1]], "nbo_charge": [-0.617, 0.714, -0.621, 0.164, -0.249, -0.244, 0.303, 0.354, -0.307, 0.230, -0.304, -0.307, 0.234, 0.258, 0.407, -0.621, 0.254, 0.255, 0.296, 0.211, -0.276, -0.142, 0.113, -0.145, -0.143, -0.354, -0.145, -0.260, 0.263, -0.547, 0.380, -0.484, 0.436, 0.225, 0.244, 2.320, -0.935, -0.936, -0.672, -0.267, 0.239, -0.073, 0.203, -0.518, -0.073, -0.267, 0.217, 0.202, 0.202, 0.165, 0.167, 0.190, 0.260]}